The following is a DFT calculation (ωB97M-V with the def2-TZVPD basis set) of the ion C4H8NO2 with charge -1 at a distorted geometry.

Output
- energy above the lowest of the compared OMol25 structures with the same formula, charge and spin (kJ/mol) = 275.1
- DFT total energy (hartree) = -362.4195
- SMILES = C[C@@H](C=O)NC[O-]
- LUMO (hartree) = 0.1456
- HOMO (eV) = -2.962

ORCA input file:
```
! wB97M-V def2-TZVPD RIJCOSX def2/J DEFGRID3
* xyz -1 1
O 1.9150 -0.1607 1.6366
C 0.9959 -0.6198 0.9942
C 0.4291 -0.1691 -0.3299
C 1.4624 0.7342 -1.0252
N -0.7380 0.5969 0.0987
C -2.0766 -0.3294 0.1175
O -2.0370 -1.2924 -0.7410
H 0.3189 -1.3727 1.4517
H 0.2115 -1.0464 -0.9339
H 2.4684 0.3434 -0.8364
H 1.3535 1.7253 -0.5849
H 1.3483 0.8782 -2.0769
H -0.6504 0.8293 1.0810
H -2.1663 -0.5913 1.2096
H -2.8347 0.4744 -0.0611
*
```

***

The following is a DFT calculation (ωB97M-V with the def2-TZVPD basis set) of a structure of composition C60H47N6O2PtS at a distorted geometry.

Output
- DFT total energy (hartree) = -3310.9279
- LUMO (hartree) = -0.1703
- HOMO (eV) = -9.445

ORCA input file:
```
! wB97M-V def2-TZVPD RIJCOSX def2/J DEFGRID3
* xyz 1 1
Pt 0.4594 0.2797 -0.3858
C 3.1286 7.2479 -0.9543
C 2.0553 6.8095 -0.1912
C 1.6541 5.4856 -0.2560
C 2.3429 4.5788 -1.0616
C 3.4225 5.0238 -1.8208
C 3.8059 6.3546 -1.7717
C 1.8763 3.1759 -1.0889
C 2.7443 2.1537 -0.6786
C 4.1549 2.2440 -0.4764
C 4.6063 0.9722 -0.2770
C 3.4700 0.1052 -0.3059
C 3.5010 -1.3157 -0.0250
C 4.7791 -2.0119 -0.2214
C 5.3007 -2.9077 0.7145
C 6.5074 -3.5444 0.4797
C 7.2216 -3.2915 -0.6821
C 6.7177 -2.3980 -1.6176
C 5.5071 -1.7683 -1.3924
C 2.3841 -1.9614 0.4690
N 1.2009 -1.2840 0.6323
C 0.3510 -2.0561 1.2807
C -0.9803 -1.3837 1.6078
C -1.6590 -2.0385 2.8008
C -1.6420 -1.4754 4.0698
C -2.2471 -2.1333 5.1321
C -2.8599 -3.3616 4.9412
C -2.8553 -3.9400 3.6808
C -2.2561 -3.2837 2.6178
C -1.8580 -1.2728 0.3513
C -3.1172 -1.7693 -0.0844
C -3.4674 -1.0375 -1.1904
C -2.4035 -0.1022 -1.4267
N -1.4483 -0.3220 -0.4728
C -2.3558 0.9955 -2.2660
C -1.2854 1.9534 -2.2211
C -1.2403 3.2122 -2.8979
C -0.1095 3.8545 -2.4826
C 0.5765 2.9643 -1.6052
N -0.1553 1.8215 -1.4809
C -3.5189 1.2713 -3.1338
C -3.8993 0.3652 -4.1212
C -4.9583 0.6562 -4.9668
C -5.6659 1.8390 -4.8156
C -5.3159 2.7299 -3.8098
C -4.2463 2.4524 -2.9763
C 0.9508 -3.3108 1.5697
C 2.2102 -3.2735 1.0325
N 2.3651 0.8435 -0.5296
H 3.4351 8.2845 -0.9146
H 1.5270 7.4989 0.4534
H 0.8140 5.1388 0.3333
H 3.9395 4.3320 -2.4737
H 4.6365 6.6918 -2.3773
H 4.7351 3.1495 -0.5138
H 5.6151 0.6524 -0.0787
H 4.7780 -3.0748 1.6460
H 6.8942 -4.2366 1.2157
H 8.1669 -3.7865 -0.8584
H 7.2659 -2.1937 -2.5276
H 5.0911 -1.1038 -2.1387
H -1.1520 -0.5274 4.2361
H -2.2316 -1.6796 6.1144
H -3.3333 -3.8694 5.7707
H -3.3163 -4.9071 3.5282
H -2.2448 -3.7468 1.6376
H -3.7075 -2.5414 0.3777
H -4.3733 -1.1181 -1.7684
H -1.9667 3.5678 -3.6072
H 0.2520 4.8186 -2.7991
H -3.3492 -0.5621 -4.2290
H -5.2334 -0.0427 -5.7454
H -6.4935 2.0650 -5.4743
H -5.8833 3.6402 -3.6692
H -3.9874 3.1340 -2.1763
H 0.4989 -4.1207 2.1184
H 2.9222 -4.0800 0.9990
C -0.7204 -5.2351 -1.0328
N -0.5610 -4.6387 -2.3393
C -0.5863 -5.5523 -3.4701
C -1.0787 -4.8210 -4.7029
C -0.1838 -3.6201 -4.9288
N -0.1166 -2.8093 -3.7245
C 0.2494 -1.4184 -3.9027
C -0.2573 -3.3098 -2.4579
O -0.1436 -2.5688 -1.4741
H 0.0717 -5.9625 -0.8322
H -1.6900 -5.7351 -0.9650
H -0.6692 -4.4486 -0.2888
H -1.2574 -6.3745 -3.2176
H 0.4114 -5.9741 -3.6452
H -2.1026 -4.4832 -4.5287
H -1.0680 -5.4789 -5.5710
H -0.5785 -2.9954 -5.7324
H 0.8215 -3.9503 -5.2193
H 1.1217 -1.3376 -4.5556
H 0.4851 -0.9884 -2.9317
H -0.5769 -0.8505 -4.3427
C -2.8645 2.5199 8.3539
C -2.9657 3.7990 7.5894
O -3.9463 4.3446 7.2020
S -1.2716 4.5185 7.2162
C -1.0288 3.7195 5.6562
C -2.0612 3.5395 4.7353
C -1.8391 2.7943 3.5927
C -0.5960 2.1818 3.3750
C 0.4704 2.4891 4.2280
C 0.2515 3.2513 5.3593
C -0.5334 1.0867 2.4700
C -0.6008 0.0487 1.8459
H -3.8528 2.1677 8.6462
H -2.2326 2.6611 9.2292
H -2.3806 1.7767 7.7170
H -3.0381 3.9634 4.9201
H -2.6365 2.6278 2.8806
H 1.4506 2.0796 4.0224
H 1.0569 3.4537 6.0530
*
```

***

The following is a DFT calculation (ωB97M-V with the def2-TZVPD basis set) of a cluster of 6 separate species, C34H50F5N4O15 in total at a distorted geometry.

Output
- DFT total energy (hartree) = -3172.0705
- LUMO (hartree) = -0.0976
- HOMO (eV) = -10.833

ORCA input file:
```
! wB97M-V def2-TZVPD RIJCOSX def2/J DEFGRID3
* xyz 1 1
C -3.7246 1.1961 -4.7560
C -3.4214 2.6968 -4.1845
C -2.2514 2.5254 -3.0937
C -0.8518 2.9064 -3.8593
C -2.4343 3.3819 -1.7491
C -1.2518 2.9709 -0.7415
N -1.6817 2.3376 0.5368
C -2.2287 0.9588 0.3574
C -1.3246 -0.2112 0.9542
C -1.4551 -0.5124 2.4899
C -0.6274 -1.6836 3.1358
C 0.3142 -2.5408 2.2199
C 0.4192 -2.1883 0.6926
C 1.3733 -3.0860 -0.2330
C -0.3850 -1.0394 0.0299
C -2.6383 3.2660 1.2006
C -3.8664 3.7613 0.2776
C -3.7311 5.3874 0.1983
N -4.8861 6.0511 -0.4748
C -5.2258 3.4725 1.0742
C -5.7750 1.9687 0.9984
N -5.5427 1.2600 2.3245
N -3.8280 3.2759 -1.1371
H -4.1990 0.5829 -3.8977
H -2.7156 0.6872 -4.9916
H -4.3902 1.2599 -5.6783
H -4.3820 3.1806 -3.8014
H -2.9751 3.2836 -5.0734
H -2.1332 1.4228 -2.7864
H -0.6948 4.0408 -3.9426
H -0.9419 2.4477 -4.9150
H 0.0450 2.3699 -3.3570
H -2.3167 4.4928 -2.0393
H -0.6942 3.9434 -0.4477
H -0.4520 2.2875 -1.2089
H -2.4384 0.7392 -0.7530
H -3.2377 0.9164 0.8953
H -2.1490 0.0584 3.1864
H -0.7021 -1.9698 4.2392
H 0.9159 -3.4275 2.6250
H 1.1394 -2.8857 -1.3304
H 1.0733 -4.1867 -0.0359
H 2.4673 -2.9337 0.0531
H -0.3609 -0.7693 -1.0786
H -2.0184 4.1965 1.5067
H -2.9892 2.8156 2.2062
H -3.7289 5.7663 1.2926
H -2.7663 5.7295 -0.3064
H -5.5775 5.3888 -0.8521
H -4.5983 6.6295 -1.2766
H -4.9959 3.6808 2.1897
H -6.0990 4.1679 0.8143
H -5.2919 1.3034 0.2032
H -6.9190 1.9034 0.8374
H -4.6840 1.6098 2.7727
H -5.3362 0.2559 2.1378
H -4.0947 2.2739 -1.2567
H -4.4471 3.8129 -1.7680
C 2.5855 4.5242 0.5862
C 3.9280 3.9363 0.2915
O 3.6216 2.8225 -0.5217
C 2.4735 3.1515 -1.1730
O 2.0545 2.5767 -2.1377
O 1.8561 4.2246 -0.5973
F 4.5238 3.4924 1.4234
H 2.0964 4.0524 1.4433
H 2.6311 5.6007 0.7575
H 4.6050 4.6075 -0.2446
C 0.2086 -0.2297 -7.0941
C -0.8226 -1.3130 -7.0569
O -1.0801 -1.5619 -8.4217
C 0.0804 -1.2586 -9.0715
O 0.3311 -1.5941 -10.1892
O 0.9230 -0.5306 -8.2826
F -1.9687 -0.8761 -6.4743
H -0.2315 0.7686 -7.1777
H 0.8674 -0.2510 -6.2243
H -0.4887 -2.2348 -6.5717
C 0.2769 -6.9932 6.0021
C 1.1628 -5.8159 5.7482
O 1.2975 -5.8117 4.3406
C 0.1459 -6.3627 3.8643
O -0.2168 -6.2815 2.7257
O -0.5453 -7.0106 4.8421
F 2.3848 -5.9992 6.2973
H 0.8327 -7.9327 6.0674
H -0.3222 -6.8765 6.9064
H 0.7473 -4.8599 6.0805
C 2.4030 -8.5482 1.9533
C 3.5115 -8.9859 1.0505
O 4.6736 -8.6297 1.7712
C 4.3211 -8.6984 3.0866
O 5.1019 -8.7271 3.9910
O 2.9664 -8.7376 3.2434
F 3.4953 -8.2909 -0.1123
H 2.1433 -7.4938 1.8218
H 1.5014 -9.1496 1.8270
H 3.5235 -10.0593 0.8401
C 7.2285 1.8847 2.8231
C 7.6765 1.7747 4.2457
O 9.0849 1.7979 4.1433
C 9.3560 2.5314 3.0263
O 10.4283 2.9906 2.7680
O 8.2492 2.6830 2.2427
F 7.3028 0.5887 4.7830
H 7.1928 0.9162 2.3162
H 6.2539 2.3653 2.7296
H 7.3408 2.5943 4.8879
*
```

***

The following is a DFT calculation (ωB97M-V with the def2-TZVPD basis set) of a structure of composition C31H24CrN3O2 at a distorted geometry.

Output
- energy above the lowest of the compared OMol25 structures with the same formula, charge and spin (kJ/mol) = 0.0
- DFT total energy (hartree) = -2554.7766
- LUMO (alpha / beta) (hartree) = -0.0096 / -0.0058
- HOMO (alpha / beta) (eV) = -7.544 / -7.282

ORCA input file:
```
! wB97M-V def2-TZVPD RIJCOSX def2/J DEFGRID3
* xyz 0 2
Cr -0.1572 0.3799 -1.4604
C 3.9918 -0.4454 -1.4255
C 4.5553 0.8121 -1.6180
C 3.7237 1.9096 -1.7198
C 2.3429 1.7431 -1.6499
N 1.8045 0.5126 -1.4655
C 2.6208 -0.5441 -1.3419
C 1.3382 2.7917 -1.8091
C 1.6194 4.1558 -1.8947
C 0.5816 5.0529 -2.0690
C -0.7304 4.5923 -2.1601
C -1.0034 3.2377 -2.0601
C 0.0181 2.3057 -1.8668
H 4.6060 -1.3296 -1.3324
H 5.6287 0.9271 -1.6891
H 4.1322 2.8992 -1.8676
H 2.1309 -1.4932 -1.1588
H 2.6380 4.5191 -1.8178
H 0.7900 6.1130 -2.1383
H -1.5387 5.3012 -2.2962
H -2.0283 2.8840 -2.1045
O -1.9710 0.1765 -1.9069
N -2.4671 -1.0031 -2.0577
N -1.5767 -1.9079 -2.0087
O -0.3008 -1.6102 -1.8683
C -1.9521 -3.2760 -2.0993
C -3.2926 -3.6485 -2.0120
C -3.6279 -4.9865 -2.0994
C -2.6413 -5.9507 -2.2616
C -1.3113 -5.5679 -2.3344
C -0.9577 -4.2311 -2.2515
H -4.0463 -2.8888 -1.8714
H -4.6682 -5.2758 -2.0308
H -2.9122 -6.9966 -2.3192
H -0.5402 -6.3161 -2.4606
H 0.0757 -3.9214 -2.2977
C -0.4510 2.7270 5.3676
C -1.0663 1.5893 4.8665
C -1.0357 1.3117 3.5085
C -0.3858 2.1744 2.6235
C 0.2136 3.3271 3.1385
C 0.1911 3.5957 4.4971
C -0.3264 1.9553 1.1628
C -0.2412 0.7912 0.5106
C -0.1076 -0.5244 1.1660
C 1.0973 -0.8986 1.7670
C 1.2458 -2.1564 2.3300
C 0.1997 -3.0681 2.2976
C -1.0035 -2.7098 1.7040
C -1.1538 -1.4523 1.1433
H -0.4858 2.9420 6.4282
H -1.5817 0.9133 5.5381
H -1.5287 0.4285 3.1293
H 0.7112 4.0092 2.4585
H 0.6704 4.4882 4.8807
H -0.3233 2.8754 0.5871
H 1.9151 -0.1878 1.7969
H 2.1826 -2.4240 2.8037
H 0.3164 -4.0519 2.7343
H -1.8272 -3.4134 1.6871
H -2.0997 -1.1623 0.6979
*
```